No. 1
63
Properties=species:S:1:pos:R:3:nbo_charge:R:1 method="wB97M-V/def2-TZVPD" orbital_gap_ev="5.2047 / 5.2071" charge=+2 e_tot_ev=-42260.28402 fmax_ev_per_a=10.885 e_homo_ev="-13.4867 / -13.4867" de_lowest_kcal_mol=164.1
O -0.0020 0.1982 4.4562 -0.795
H -1.9239 -2.6758 0.6101 0.280
H 0.3930 -2.5203 3.4690 0.208
H 1.4025 0.4190 7.3570 0.242
H 0.9479 3.6461 -0.1425 0.286
H -1.0003 -1.7292 4.2048 0.236
H 1.9221 -2.7467 -0.6668 0.278
H -1.0760 2.5263 -3.9956 0.184
C -0.0356 0.1332 5.8797 0.274
H -1.4174 -2.0680 -4.6158 0.200
H 0.7927 0.6801 -6.8618 0.224
H 0.6684 3.6713 1.6318 0.290
H 2.1037 -0.6053 6.1215 0.234
H -2.4883 1.5219 0.2849 0.278
C -1.4632 -0.3628 -6.0063 -0.456
H -0.1572 -2.1381 6.4152 0.233
C -0.7286 1.7650 -4.7290 -0.179
C -0.8692 -2.9843 0.5007 -0.990
C -0.8219 1.2376 6.0714 -0.628
H 0.8590 -2.1908 -4.1194 0.184
H -1.7171 -1.3147 6.2631 0.222
H -0.8451 1.3984 7.1469 0.244
H 2.3548 -0.3620 -4.4275 0.194
C -1.7226 2.3168 0.3572 -0.974
H -1.8416 1.1279 5.7206 0.231
C 1.6834 -0.5427 -5.2931 -0.433
C 1.3218 0.8292 -5.9104 -0.456
H 0.0018 1.4197 -1.7762 0.289
P 0.2127 -1.6416 0.4768 0.777
C -0.6611 -1.2128 6.4895 -0.646
H -0.7472 -3.4740 -0.4736 0.275
C 1.8568 -2.2247 0.2988 -0.977
H -2.4352 1.5811 -6.0138 0.240
C -0.0266 -1.6632 3.8434 -0.966
H 2.0883 -2.9397 1.1140 0.286
H 1.8796 1.1175 5.8055 0.217
Hf -0.0121 0.0697 2.2787 2.023
C 0.5689 1.7214 -4.9804 -0.195
H -0.8968 -0.1490 -6.9235 0.222
H -2.4181 -0.8376 -6.3501 0.232
H -1.2683 -0.6248 -1.1134 0.255
C -0.7457 -1.3181 -5.1115 -0.186
H -0.6388 -3.7123 1.3053 0.295
C 0.9845 3.0451 0.7755 -0.988
H -1.7303 2.9163 -0.5628 0.285
H -0.6476 -0.9613 7.6041 0.244
H -2.0040 2.9634 1.2147 0.287
H 1.4735 0.8079 -0.9868 0.257
C -1.8514 0.9637 -5.3107 -0.437
H -2.5547 0.7244 -4.4866 0.198
H 2.0286 2.7308 0.9664 0.285
H 2.2954 -1.1112 -6.0139 0.240
C 1.4478 0.2121 6.2622 -0.644
H 2.2890 1.3252 -6.1821 0.231
H -0.3885 2.1153 5.6081 0.223
H 0.8244 -1.4297 4.6565 0.256
P -0.0937 1.7306 0.5670 0.676
C 0.5402 -1.3799 -4.8123 -0.194
H 0.2457 -1.1821 -1.8618 0.285
C -0.1627 -0.6186 -1.0101 -0.723
H 2.6220 -1.4264 0.3365 0.272
C 0.3654 0.7975 -0.9469 -0.703
H 1.2187 2.4350 -4.4084 0.197

---

No. 2
18
Properties=species:S:1:pos:R:3:nbo_charge:R:1 method="wB97M-V/def2-TZVPD" orbital_gap_ev=9.0462 charge=0 e_tot_ev=-27485.28129 fmax_ev_per_a=4.009 smiles=CCNCCSS e_homo_ev=-8.4797 de_lowest_kcal_mol=45.8
H 2.1981 1.5607 -1.2783 0.207
C 1.4222 0.8693 -0.7245 -0.626
H 1.6149 -0.1195 -1.1547 0.212
H 0.3806 1.2593 -0.8414 0.206
C -1.6258 -0.2811 0.1364 -0.481
H -2.4184 -0.9721 0.3369 0.224
N 0.4651 0.4454 1.4779 -0.618
H -1.0755 -0.7712 1.8988 0.206
S -2.1289 -1.9912 -2.0833 -0.126
H 0.0731 -1.4507 0.7437 0.201
H 2.0094 1.7207 1.2304 0.197
H -2.1337 0.6606 0.4149 0.206
C 1.7708 0.7935 0.7503 -0.218
H 2.4245 -0.0141 0.8775 0.188
C -0.4673 -0.5978 1.0505 -0.255
H -0.9559 -2.3931 -2.4732 0.114
S -1.5878 -0.0508 -1.8030 0.029
H 0.0347 1.3322 1.4410 0.335

---

No. 3
46
Properties=species:S:1:pos:R:3:nbo_charge:R:1 method="wB97M-V/def2-TZVPD" orbital_gap_ev=7.3052 charge=+2 e_tot_ev=-67227.49256 fmax_ev_per_a=0.492 e_homo_ev=-13.7780 de_lowest_kcal_mol=0.0
H -1.2716 -2.4122 2.4634 0.267
C 3.4000 -0.1397 -0.0238 -0.351
C 4.7607 -0.5425 -0.1581 -0.108
C 0.9842 2.5408 3.2302 -0.540
H 0.4005 1.1539 4.8101 0.255
H -3.3575 1.9901 -0.7733 0.271
C 3.1344 1.2428 0.2150 0.625
H 4.9611 2.1452 0.8576 0.263
H -0.2611 4.0648 -1.2193 0.279
H -2.6402 2.1173 0.8387 0.230
C 4.0932 -2.7853 -0.6175 -0.088
S -0.9697 1.8073 -0.8731 0.465
H -1.4432 0.4463 3.5569 0.231
H 2.1058 1.1109 4.3890 0.277
H 4.3604 -3.8087 -0.8472 0.241
H -1.8018 3.9641 -0.3812 0.255
C 5.1081 -1.8305 -0.4338 -0.246
S 0.7771 -0.2706 2.9488 0.477
H 5.5394 0.1931 -0.0216 0.224
H 0.8719 3.3677 3.9309 0.271
H 4.7260 2.1703 -0.8837 0.267
Ir 0.2685 0.6391 0.8254 0.603
C 1.1029 1.2179 3.9801 -0.533
C -0.7856 3.5721 -0.4031 -0.534
H -2.7600 -1.5150 2.7224 0.277
H -0.3141 4.7802 1.3298 0.270
H 1.0302 3.7597 0.7548 0.263
C -2.6240 1.5548 -0.0939 -0.527
H 6.1461 -2.1171 -0.5173 0.245
O 1.0890 -0.9017 -0.1867 -0.734
O 2.0080 1.7225 0.5609 -0.703
H -3.2045 -0.4190 -0.7690 0.268
C 4.2140 2.2711 0.0718 -0.709
C 2.7717 -2.4432 -0.5131 -0.307
C -0.0464 3.8110 0.9118 -0.542
H 1.9890 -3.1721 -0.6707 0.240
C -0.9699 -0.5323 3.4732 -0.526
C -2.9431 0.0901 0.1582 -0.552
C -1.7025 -1.4096 2.4836 -0.551
S -0.4512 2.5028 2.1113 0.429
H 1.8598 2.7113 2.6052 0.257
H -3.7809 -0.0230 0.8451 0.271
H -0.9449 -0.9995 4.4586 0.271
C 2.3822 -1.1220 -0.2130 0.496
H 3.7857 3.2663 0.1539 0.240
S -1.4867 -0.8402 0.7616 0.520

---

No. 4
69
Properties=species:S:1:pos:R:3:nbo_charge:R:1 method="wB97M-V/def2-TZVPD" orbital_gap_ev=7.0717 charge=0 e_tot_ev=-41936.46788 fmax_ev_per_a=0.861 e_homo_ev=-8.0107 de_lowest_kcal_mol=0.0
C -2.1982 2.3520 3.1103 -0.242
H -3.1729 2.8157 3.1667 0.229
H -2.5805 -3.9002 -0.0744 0.226
H -0.5786 4.1780 -3.9096 0.199
H 4.7671 1.1127 -0.2832 0.205
H 1.6394 2.4302 -1.2079 0.468
N 1.7718 0.0247 1.6641 -0.199
C 5.3771 1.8273 -0.8434 -0.396
C 4.7900 3.2296 -0.6981 -0.407
C 5.4876 1.3604 -2.2939 -0.403
H -1.4596 3.1530 4.9614 0.224
H 6.0482 2.1010 -2.8704 0.201
H 6.3649 1.7966 -0.3779 0.213
N 1.5128 0.5452 2.7509 -0.159
H -0.9071 -4.3441 0.3016 0.208
O 0.0428 -2.3451 -0.8363 -0.816
H 0.0989 -3.2057 2.3403 0.355
C -1.8878 1.5556 2.0147 0.075
C 4.1519 -0.1015 2.3498 -0.234
C -1.4145 1.6771 -3.0156 -0.645
H 3.9702 1.7850 -3.8117 0.225
H 0.7699 2.0132 4.7001 0.236
H -2.6435 4.1281 -2.4169 0.194
C -0.0147 1.9131 3.9653 -0.230
C 3.0993 -0.5272 1.5496 0.143
N -0.7090 0.9546 1.8808 -0.480
H 6.2430 -0.3232 2.7377 0.218
H 3.8003 3.6243 -2.5863 0.184
C 3.5311 3.4271 -1.5435 -0.225
H 6.0825 0.4464 -2.3192 0.215
C 2.9075 1.1388 -2.1135 0.707
H 6.5768 -2.0197 0.9707 0.217
H -1.6483 4.4582 -0.9847 0.205
C 5.5928 -1.6002 1.1369 -0.199
N -0.6614 -2.5346 2.3590 -0.850
C -1.8822 -3.1317 1.8089 -0.205
C -1.2467 2.5351 4.0992 -0.157
H -2.2404 -3.9974 2.3804 0.164
C -0.8694 2.8476 -2.1869 0.253
O -0.1098 2.3447 -1.1328 -1.054
H 2.4305 -1.7876 -0.0683 0.255
H -2.0669 1.0349 -2.4142 0.204
C -2.0366 3.6688 -1.6315 -0.619
H -2.6906 3.0315 -1.0310 0.194
Sr 0.0926 0.0823 -0.5043 1.815
C 0.1889 1.1441 2.8321 0.295
C -1.6453 -3.5430 0.3605 -0.515
N 2.6425 2.2825 -1.4625 -0.651
C -0.0072 3.7394 -3.0874 -0.628
H -0.5909 1.0750 -3.4127 0.203
O 2.1286 0.1764 -2.0523 -0.737
H 2.9736 4.2996 -1.2043 0.219
H -0.7963 -2.2660 3.3260 0.357
H 3.9852 0.6479 3.1096 0.234
C 4.1347 1.0751 -2.9964 -0.505
H -2.6634 -2.3702 1.8289 0.200
H 0.4187 4.5531 -2.4944 0.200
H -2.0089 2.0096 -3.8724 0.206
H 4.1293 0.0810 -3.4367 0.239
C 4.5285 -2.0136 0.3489 -0.198
H 0.8157 3.1630 -3.5180 0.197
C -1.1423 -2.3375 -0.4122 0.774
C 3.2653 -1.4687 0.5441 -0.216
H 5.5289 3.9771 -1.0026 0.202
H 4.6769 -2.7565 -0.4234 0.223
C 5.4066 -0.6479 2.1326 -0.209
H 4.5596 3.4238 0.3523 0.206
O -1.9007 -1.3333 -0.4980 -0.827
H -2.6094 1.3818 1.2256 0.216

---

No. 5
40
Properties=species:S:1:pos:R:3:nbo_charge:R:1 method="wB97M-V/def2-TZVPD" orbital_gap_ev=7.8909 charge=0 e_tot_ev=-55045.00293 fmax_ev_per_a=0.206 e_homo_ev=-8.2985 de_lowest_kcal_mol=8.5
H -7.0867 -0.1426 4.3474 0.215
C -3.7776 -0.8970 4.3809 -0.164
N 2.2273 -1.1039 -1.5891 -0.443
C -5.7156 0.3956 2.7886 -0.214
N 1.6925 -0.0104 -0.9914 -0.236
H 2.1906 5.2324 1.0790 0.221
O -3.6343 2.3798 0.9581 -0.964
C 2.3042 1.1047 -1.0675 0.250
C -3.4357 -0.3190 3.1718 -0.158
N 0.3151 2.1422 -0.2279 -0.440
H -3.0212 -1.3892 4.9776 0.234
N 2.1618 -3.2345 -2.3648 -0.786
C 2.3465 3.3534 0.0581 -0.238
H 4.4246 0.7627 -1.2938 0.233
S -3.5904 0.9364 0.9480 2.299
C -5.1023 -0.8215 4.7895 -0.206
O -1.0954 -0.8339 2.9897 -0.622
H 3.8754 2.3372 -1.8696 0.245
H 3.5267 0.9014 -2.8133 0.232
H -0.2801 5.0154 1.3858 0.231
H 3.1609 -3.2926 -2.2530 0.390
S -0.1583 -2.3462 -1.4934 -0.200
H 3.4187 3.4175 -0.0673 0.215
C -4.3935 0.3073 2.4009 -0.230
H 3.1410 -1.0469 -2.0167 0.380
C 1.6348 2.2496 -0.3941 0.136
C -2.0792 -0.2881 2.5215 0.641
C 3.6068 1.2886 -1.7941 -0.702
O -4.0704 0.2806 -0.2415 -0.945
H -5.4015 -1.2632 5.7314 0.214
C 1.6590 4.3657 0.7081 -0.161
C 1.4693 -2.2154 -1.8047 0.283
N -2.1101 0.4025 1.3453 -1.031
H -1.4088 2.9619 0.5261 0.247
Ag -0.6985 -0.2393 -0.2016 0.794
C -6.0617 -0.1834 4.0027 -0.199
H 1.6643 -4.1028 -2.4666 0.421
C -0.3420 3.1108 0.4013 0.067
C 0.2926 4.2494 0.8825 -0.237
H -6.4512 0.8929 2.1707 0.231

---

No. 6
16
Properties=species:S:1:pos:R:3:nbo_charge:R:1 method="wB97M-V/def2-TZVPD" orbital_gap_ev=9.5781 charge=0 e_tot_ev=-7288.82453 fmax_ev_per_a=2.948 e_homo_ev=-8.5210 de_lowest_kcal_mol=41.4
H 0.0037 -1.0140 0.5573 0.338
N 0.2600 -0.5867 -0.3441 -0.458
C 1.6598 -0.4980 -0.4068 -0.220
H 2.0184 -1.5733 -0.2836 0.188
C -1.5746 0.6969 -0.1524 0.027
H -2.3567 -1.3399 -0.2149 0.239
C 2.1934 0.4276 0.6622 -0.640
H 2.1112 -0.0361 1.6984 0.199
H -2.0675 -0.6236 1.5341 0.222
H 1.9909 -0.2691 -1.4064 0.202
N -0.3633 0.6136 -0.5619 -0.237
H 3.2673 0.7135 0.5435 0.213
H 1.6137 1.3543 0.5545 0.227
H -2.0300 1.6259 -0.4331 0.187
H -3.3841 -0.1171 0.5208 0.227
C -2.3526 -0.4446 0.4423 -0.712

---

No. 7
101
Properties=species:S:1:pos:R:3:lowdin_charge:R:1 method="wB97M-V/def2-TZVPD" orbital_gap_ev=6.6143 charge=-1 e_tot_ev=-109888.71200 fmax_ev_per_a=0.627 e_homo_ev=-4.5482 de_lowest_kcal_mol=36.1
H 4.0430 2.9218 5.4738 0.096
H 3.2464 -4.4712 3.9788 0.028
O -1.8841 0.0834 -0.9781 -0.213
H -3.7464 -2.3821 1.4359 0.109
C 2.7846 1.3164 -4.2631 -0.028
H 5.1348 0.0201 1.9704 0.101
C -4.9764 1.0884 0.7431 -0.080
N -1.4994 1.3010 1.7621 -0.087
C -5.9183 0.7268 -0.1864 -0.116
N -1.7039 -2.1873 1.4282 0.036
C -1.6874 -3.3923 3.9070 -0.093
H 3.4796 -1.4423 -6.1065 0.105
H -6.1824 -0.1566 -2.1442 0.114
C -1.7703 0.9188 -5.7581 -0.036
C 3.3135 0.5404 -5.2909 -0.080
C 3.1680 1.2002 -0.5427 -0.259
C -4.1449 -0.1057 -1.6048 -0.220
C 4.8702 0.5607 1.0686 -0.093
H -4.2952 0.8714 -8.0336 0.086
C 2.0142 0.7558 -3.2688 -0.142
C 0.9635 2.5394 4.1043 -0.133
C -4.4270 1.6741 -6.0387 -0.105
H 1.6752 -4.2657 6.4552 0.028
N -0.9866 1.9594 2.8559 0.069
C 0.8909 4.0503 5.9802 -0.099
H -5.2829 1.5696 1.6658 0.100
C -2.4480 0.6802 -6.9440 -0.109
C -2.4259 1.5523 -4.6975 -0.249
H 6.8696 1.3109 0.7326 0.087
S 0.9246 -1.8808 1.2469 0.675
C 0.3139 1.8005 2.9701 -0.468
H 6.2057 2.5400 -1.3136 0.095
H 0.2916 -5.0677 5.7025 0.029
N 0.2346 -3.4888 -1.9785 0.121
N 1.8330 1.1378 -0.8895 -0.061
H 2.9681 2.3857 -4.2520 0.119
O -3.8643 -0.6202 -2.8413 -0.102
H -2.9564 -2.0446 -3.9306 0.090
H 1.9967 2.5391 -2.3180 0.144
H -4.2805 2.3946 -4.0181 0.113
H 0.0762 -3.5184 6.5377 0.030
H -5.4656 1.9680 -6.1379 0.096
C -0.5461 -2.4025 2.0643 -0.701
C 3.0688 -0.8207 -5.3209 -0.093
C 5.4722 1.9631 -0.7616 -0.112
H 1.1251 -0.9819 5.3663 0.041
H -0.0759 -3.2167 -1.0568 0.063
C 3.5672 0.5136 0.6236 -0.045
H -2.8035 -2.2718 -2.1693 0.093
C 5.8459 1.2843 0.3827 -0.127
H -0.8154 3.4987 4.7781 0.102
H -1.9295 0.1845 -7.7573 0.094
C -0.4762 -3.0080 3.3431 -0.246
C -2.7645 1.3728 1.6149 -0.089
H -0.7374 0.6231 -5.6318 0.095
S -0.5670 2.8543 -0.9382 0.674
C 4.1612 1.9241 -1.2283 -0.040
H -1.6960 -3.8434 4.8949 0.089
H 3.9249 1.0018 -6.0545 0.102
H -2.2742 2.2637 -2.7353 0.096
H 2.7935 -1.5552 5.1848 0.034
H 2.6597 -3.8495 2.4246 -0.002
C -3.1305 0.2612 -0.6595 -0.295
C -2.7914 -1.5373 -2.9801 -0.077
C 0.7509 -4.0928 5.8949 -0.198
S 1.8069 -3.0249 -4.1220 1.070
H 0.4510 -4.4574 -2.1236 0.090
Tl -0.0229 0.3190 0.2805 0.757
C -2.8410 -2.5794 2.0030 -0.141
H 2.8224 -0.0326 1.1851 0.032
N -0.4704 1.5870 -3.3602 0.067
N -1.7948 1.8010 -3.4989 0.016
C 0.9240 -2.5522 -2.6682 -0.672
C 1.7322 -0.6060 -3.2744 -0.238
C 0.0468 1.9929 -2.2759 -0.783
H 2.8760 1.7350 3.6215 0.108
N 0.9648 -1.2993 -2.3613 0.126
C 2.2583 3.8852 6.1745 -0.111
C -5.4804 0.1287 -1.3691 -0.024
C -2.8889 -3.1914 3.2410 -0.077
C -3.7758 1.0561 -7.1015 -0.128
C 0.2458 3.3823 4.9508 -0.036
H 1.9134 -0.8994 3.7866 -0.002
C -3.5999 0.8738 0.5379 -0.140
C 2.2800 -1.3658 -4.3189 -0.468
H 1.8853 -5.2597 3.1632 0.030
N 1.5291 1.6359 -2.1887 -0.073
H -6.9730 0.8994 -0.0137 0.089
Si 1.1423 -3.1933 4.2902 0.495
C 1.8158 -1.5004 4.6950 -0.169
C -3.7667 1.9225 -4.8488 -0.037
H -3.2890 1.9077 2.4073 0.123
O 1.0683 1.0756 2.2480 -0.170
C 2.3518 -4.2924 3.3727 -0.190
H 2.7615 4.4075 6.9797 0.091
H 0.3279 4.7044 6.6361 0.093
H -3.8342 -3.4846 3.6789 0.094
H 3.9426 2.4747 -2.1314 0.077
C 2.3308 2.3816 4.2979 -0.024
C 2.9766 3.0508 5.3295 -0.089
H -1.8307 -1.0316 -2.9833 0.060